# C14H28N2O4S2Ti

A molecular structure, C14H28N2O4S2Ti (ωB97M-V with the def2-TZVPD basis set, the Open Molecules 2025 dataset).

Cartesian coordinates (Å):
Ti -0.368 -0.307 0.179
C -2.027 4.495 2.006
N -0.907 3.596 1.722
C 0.445 4.080 2.019
C -1.069 2.411 1.160
O -0.110 1.671 0.873
C -2.485 1.958 0.831
O -2.505 0.538 0.681
C -3.331 0.092 -0.392
C -2.526 0.220 -1.683
O -1.290 0.372 -1.541
N -3.090 0.181 -2.873
C -4.504 -0.113 -3.083
C -2.253 0.141 -4.075
H -1.618 5.480 2.210
H -2.584 4.164 2.882
H -2.692 4.583 1.148
H 0.762 4.788 1.253
H 1.128 3.238 2.044
H 0.428 4.574 2.988
H -2.776 2.453 -0.102
H -3.198 2.241 1.606
H -4.262 0.659 -0.418
H -3.548 -0.962 -0.210
H -5.094 0.124 -2.203
H -4.636 -1.167 -3.329
H -4.865 0.495 -3.910
H -1.258 0.499 -3.838
H -2.712 0.770 -4.835
H -2.194 -0.886 -4.437
C 0.337 -4.935 -0.481
C 0.492 -3.446 -0.393
S -1.045 -2.571 -0.266
C 1.666 -2.801 -0.433
C 3.005 -3.474 -0.580
S 1.753 -1.026 -0.381
H -0.333 -5.201 -1.301
H -0.109 -5.337 0.432
H 1.286 -5.439 -0.649
H 3.243 -3.653 -1.631
H 3.041 -4.431 -0.060
H 3.796 -2.846 -0.173
C -1.615 -2.327 3.379
C -0.922 -0.989 3.431
O -0.059 -0.763 2.293
H -2.197 -2.464 4.291
H -0.892 -3.142 3.316
H -2.274 -2.408 2.517
H -0.312 -0.881 4.329
H -1.632 -0.162 3.410
H 0.620 -1.451 2.231

The net charge is +1. As for the spin multiplicity: 2. As for the energy relative to the best compared isomer or geometry (same formula, charge and spin): 0.205 eV. The value obtained for the LUMO energy (alpha / beta) is -2.516 / -2.525 eV.

Here are the natural (NBO) charges for atoms 1 to 2, given in e: Ti 1.1960; C -0.4224

---

# C6H12EuN2PS

A molecular structure, C6H12EuN2PS (ωB97M-V with the def2-TZVPD basis set, the Open Molecules 2025 dataset).

Cartesian coordinates (Å):
C -0.723 -0.816 -2.328
C -0.801 -1.290 -3.664
C 0.107 -2.379 -3.822
C 0.776 -2.603 -2.582
C 0.299 -1.667 -1.628
Eu -1.015 0.306 1.070
P -0.397 3.072 0.310
H -1.278 0.018 -1.881
H -1.451 -0.886 -4.438
H 0.265 -2.944 -4.737
H 0.621 -1.548 -0.586
H 1.528 -3.367 -2.393
H -0.904 4.211 1.015
H -0.784 3.548 -0.982
H 0.951 3.544 0.224
N 0.053 1.516 3.383
C 0.667 0.344 2.957
N -0.009 -0.795 3.405
S 1.680 0.279 1.599
H -0.304 1.531 4.340
H 0.564 2.374 3.161
H 0.495 -1.663 3.204
H -0.341 -0.787 4.372

The net charge is -1. As for the spin multiplicity: 8. As for the energy relative to the best compared isomer or geometry (same formula, charge and spin): 0.551 eV. The value obtained for the LUMO energy (alpha / beta) is 2.367 / 2.629 eV.

Here are the natural (NBO) charges for atoms 1 to 2, given in e: C -0.4057; C -0.3430

---

# C10H11N5O2

C10H11N5O2 in the gas phase (ωB97M-V with the def2-TZVPD basis set, the Open Molecules 2025 dataset).

Cartesian coordinates (Å):
N 0.048 2.496 3.548
O -2.343 0.297 -1.905
N -0.958 0.239 3.703
N -1.526 -1.050 0.291
N -0.466 1.429 3.620
O -0.973 -1.307 -0.922
C -1.566 -0.689 -1.985
C -0.736 -0.479 1.260
C 3.233 0.880 0.594
C 3.024 0.132 1.766
C 2.162 1.324 -0.263
C 1.775 -0.311 1.993
C 0.910 0.940 0.122
C 0.698 -0.033 1.127
N -1.158 -1.089 -3.243
C -1.475 -0.502 2.562
C -1.893 -0.741 -4.411
H 4.199 1.075 0.192
H 3.766 0.143 2.565
H 2.429 1.957 -1.123
H 1.574 -0.775 2.930
H 0.058 1.412 -0.289
H -0.389 -1.768 -3.328
H -1.628 -1.502 2.966
H -2.448 -0.040 2.372
H -1.992 0.302 -4.469
H -2.872 -1.264 -4.375
H -1.451 -1.077 -5.297

The net charge is 0. As for the spin multiplicity: 1. As for the energy relative to the best compared isomer or geometry (same formula, charge and spin): 0.000 eV. The value obtained for the LUMO energy is 0.001 eV.

Here are the natural (NBO) charges for atoms 1 to 2, given in e: N -0.0452; O -0.6485

---

# C5H32N2O10

10 unconnected molecules or ions with the total composition C5H32N2O10 (ωB97M-V with the def2-TZVPD basis set, the Open Molecules 2025 dataset).

Cartesian coordinates (Å):
C 2.631 0.683 -1.626
O 4.044 0.957 -1.611
C 2.297 0.475 -0.166
C 0.825 0.769 0.162
C -0.269 -0.218 -0.244
C -1.533 0.096 -0.093
N -2.623 -0.905 -0.306
N 2.996 1.498 0.693
H 2.137 1.564 -2.040
H 2.466 -0.164 -2.254
H 4.315 1.411 -2.413
H 2.528 -0.559 0.078
H 0.569 1.739 -0.238
H 0.779 0.584 1.214
H 0.090 -1.228 -0.414
H -2.044 1.013 0.127
H -2.100 -1.787 -0.304
H -3.086 -0.774 -1.218
H -3.411 -0.986 0.352
H 2.288 2.217 0.874
H 3.741 1.833 0.055
H 3.375 1.101 1.544
H -3.397 -1.756 -3.878
H -4.313 -1.846 -2.681
O -3.407 -1.617 -2.925
H -3.015 2.751 3.868
H -2.366 1.428 4.194
O -2.748 1.915 3.459
H 3.497 -1.885 0.986
H 4.240 -2.772 0.113
O 3.342 -2.427 0.194
H 3.840 -1.350 3.902
H 2.575 -0.788 3.131
O 3.457 -1.159 3.038
H -0.107 3.734 1.243
H 0.850 3.823 2.364
O 0.807 3.524 1.445
H -1.142 -3.853 -0.753
H -2.426 -4.040 -1.570
O -2.058 -3.584 -0.811
H -1.233 3.723 -1.324
H -2.147 3.954 -0.158
O -1.559 3.285 -0.527
H 1.971 -2.846 -1.585
H 0.926 -3.291 -2.540
O 1.148 -3.368 -1.603
H -5.700 -0.627 -0.636
H -5.820 -0.086 0.820
O -5.231 -0.163 0.062

The net charge is +2. As for the spin multiplicity: 1. As for the energy relative to the best compared isomer or geometry (same formula, charge and spin): 3.073 eV. The value obtained for the LUMO energy is -4.970 eV.

Here are the natural (NBO) charges for atoms 1 to 2, given in e: C -0.0860; O -0.7418

---

# C8H16IrN3O5PS3

A molecular structure, C8H16IrN3O5PS3 (ωB97M-V with the def2-TZVPD basis set, the Open Molecules 2025 dataset).

Cartesian coordinates (Å):
Ir -0.348 -1.161 0.841
O 2.272 1.720 0.298
S 1.220 0.794 0.380
O 0.931 0.222 1.801
O 1.429 -0.539 -0.347
O -0.136 1.227 -0.052
C -4.324 1.319 -1.837
N -3.307 0.578 -2.727
C -3.956 -0.724 -3.215
N -4.400 -1.502 -2.110
C -5.358 -0.750 -1.297
N -4.758 0.477 -0.777
C -3.741 0.228 0.240
P -2.350 -0.741 -0.495
C -2.034 0.319 -1.981
C -3.319 -2.085 -1.323
H -5.159 1.589 -2.483
H -3.835 2.218 -1.464
H -3.094 1.166 -3.538
H -3.217 -1.256 -3.813
H -4.799 -0.436 -3.841
H -5.703 -1.370 -0.471
H -6.218 -0.492 -1.915
H -4.187 -0.326 1.068
H -3.365 1.171 0.641
H -1.322 -0.172 -2.646
H -1.598 1.264 -1.664
H -3.738 -2.760 -0.575
H -2.664 -2.675 -1.968
C 2.182 -5.105 -0.177
O 2.142 -4.181 0.961
C 1.083 -3.573 1.276
S -0.468 -3.673 0.533
S 0.994 -2.507 2.627
H 3.226 -5.374 -0.278
H 1.820 -4.589 -1.063
H 1.572 -5.973 0.061

The net charge is +2. As for the spin multiplicity: 6. As for the energy relative to the best compared isomer or geometry (same formula, charge and spin): 0.272 eV. The value obtained for the LUMO energy (alpha / beta) is -7.041 / -10.045 eV.

Here are the Löwdin charges for atoms 1 to 2, given in e: Ir 1.0338; O -0.1636

---

# C26H31N8O2PReS2Se2

A molecular structure, C26H31N8O2PReS2Se2 (ωB97M-V with the def2-TZVPD basis set, the Open Molecules 2025 dataset).

Cartesian coordinates (Å):
Re -0.434 0.284 0.930
S -1.243 7.554 -1.191
N 0.084 6.744 -0.776
C -0.296 5.502 -0.507
C 0.577 4.426 -0.088
C 1.955 4.580 0.072
C 2.697 3.494 0.477
C 2.052 2.286 0.718
N 0.738 2.115 0.569
C 0.002 3.179 0.163
C -1.430 2.963 -0.008
N -1.899 1.712 0.242
C -3.206 1.495 0.100
C -4.107 2.478 -0.296
C -3.638 3.744 -0.558
C -2.273 3.999 -0.409
C -1.680 5.296 -0.660
N -2.336 6.383 -1.043
H 2.410 5.542 -0.121
H 3.765 3.560 0.619
H 2.617 1.431 1.066
H -3.543 0.493 0.311
H -5.153 2.228 -0.396
H -4.298 4.542 -0.872
O 2.553 -3.842 -1.610
C 3.776 -3.515 -0.982
C 3.468 -2.801 0.354
C 4.812 -2.338 0.914
O 4.626 -1.786 2.202
C 2.524 -1.645 0.024
Se 1.711 -0.906 1.653
C 2.771 -3.829 1.252
Se 1.661 -3.044 2.670
H 2.721 -4.412 -2.367
H 4.379 -2.854 -1.616
H 4.365 -4.414 -0.771
H 5.246 -1.599 0.229
H 5.492 -3.196 0.943
H 5.466 -1.772 2.671
H 1.709 -1.992 -0.606
H 3.033 -0.820 -0.477
H 3.501 -4.461 1.756
H 2.112 -4.448 0.646
C -1.769 -4.847 1.199
N -2.673 -4.014 1.994
C -3.941 -3.882 1.281
N -3.789 -3.350 -0.072
C -2.873 -4.211 -0.816
N -1.572 -4.365 -0.168
C -0.822 -3.119 -0.197
P -1.679 -1.786 0.756
C -2.091 -2.716 2.303
C -3.346 -1.961 -0.047
H -2.200 -5.848 1.144
H -0.803 -4.909 1.702
H -4.613 -3.239 1.852
H -4.394 -4.872 1.205
H -2.732 -3.811 -1.821
H -3.333 -5.197 -0.898
H -0.699 -2.785 -1.231
H 0.172 -3.269 0.229
H -2.802 -2.121 2.884
H -1.190 -2.849 2.904
H -3.309 -1.564 -1.066
H -4.091 -1.387 0.512
S -1.371 2.330 5.167
C -0.647 0.812 5.446
C -0.463 0.163 4.271
N -0.890 0.852 3.161
C -1.391 2.016 3.507
H -0.401 0.473 6.437
H -0.037 -0.823 4.164
H -1.799 2.720 2.799

The net charge is +2. As for the spin multiplicity: 4. As for the energy relative to the best compared isomer or geometry (same formula, charge and spin): 1.818 eV. The value obtained for the LUMO energy (alpha / beta) is -6.053 / -6.570 eV.

Here are the Löwdin charges for atoms 1 to 2, given in e: Re 0.9227; S 1.1056

---

# C3H8N2O

C3H8N2O in the gas phase (ωB97M-V with the def2-TZVPD basis set, the Open Molecules 2025 dataset).

Cartesian coordinates (Å):
H -0.244 -1.767 0.818
N -0.966 -1.041 0.869
C -0.766 -0.079 0.168
N -1.902 0.624 -0.541
C 0.794 0.163 -0.373
C 1.348 1.232 0.475
O 1.338 -1.123 -0.428
H -1.842 1.693 -0.276
H -2.925 0.258 -0.270
H 0.665 0.422 -1.470
H 2.226 1.864 0.141
H 1.736 0.701 1.468
H 0.563 2.159 0.545
H 0.929 -1.331 -1.436

The net charge is 0. As for the spin multiplicity: 1. As for the energy relative to the best compared isomer or geometry (same formula, charge and spin): 3.814 eV. The value obtained for the LUMO energy is 0.580 eV.

Here are the natural (NBO) charges for atoms 1 to 2, given in e: H 0.3770; N -0.7049

---

# C3H10N3O

2 unconnected molecules or ions with the total composition C3H10N3O (ωB97M-V with the def2-TZVPD basis set, the Open Molecules 2025 dataset).

Cartesian coordinates (Å):
C -1.763 1.931 -1.306
N -0.448 1.808 -0.728
C 0.200 0.604 -1.189
O -0.486 -0.551 -0.955
H -1.782 1.968 -2.411
H -2.233 2.897 -0.974
H -2.369 1.105 -0.927
H 0.115 2.625 -0.958
H 1.246 0.600 -0.714
H 0.520 0.770 -2.252
N 0.418 -1.230 1.340
C 1.227 -2.251 1.763
N 1.574 -2.533 2.987
H -0.016 -0.881 0.363
H -0.007 -0.635 2.085
H 1.619 -2.853 0.923
H 2.185 -3.374 2.953

The net charge is -1. As for the spin multiplicity: 1. As for the energy relative to the best compared isomer or geometry (same formula, charge and spin): 1.010 eV. The value obtained for the LUMO energy is 4.152 eV.

Here are the natural (NBO) charges for atoms 1 to 2, given in e: C -0.4147; N -0.6573

---

# CH5NO2S

A molecular structure, CH5NO2S (ωB97M-V with the def2-TZVPD basis set, the Open Molecules 2025 dataset).

Cartesian coordinates (Å):
C -0.344 0.205 -0.738
N -2.254 4.188 -2.457
O -2.277 1.723 -3.012
O -0.217 1.141 -0.008
S -2.345 3.093 -3.493
H 1.759 -1.720 1.837
H 0.437 -0.568 -0.849
H -1.245 0.042 -1.351
H -2.151 4.005 -1.468
H 1.660 -2.378 2.238

The net charge is 0. As for the spin multiplicity: 1. As for the energy relative to the best compared isomer or geometry (same formula, charge and spin): 3.268 eV. The value obtained for the LUMO energy is -0.639 eV.

Here are the natural (NBO) charges for atoms 1 to 2, given in e: C 0.2862; N -0.9715

---

# C24H21F6N4O2OsS5

A molecular structure, C24H21F6N4O2OsS5 (ωB97M-V with the def2-TZVPD basis set, the Open Molecules 2025 dataset).

Cartesian coordinates (Å):
Os 1.323 0.292 -0.187
C -0.551 0.286 2.929
C 0.926 0.265 3.002
N 1.748 0.251 1.984
C 3.071 0.267 2.366
C 3.242 0.286 3.719
S 1.733 0.289 4.521
C 4.129 0.227 1.375
C 5.476 0.266 1.611
S 6.350 0.122 0.149
C 4.849 0.012 -0.719
N 3.808 0.095 0.051
C 4.817 -0.197 -2.181
H -0.889 -0.032 1.945
H -0.924 1.294 3.120
H -0.969 -0.377 3.685
H 4.158 0.285 4.272
H 5.981 0.372 2.549
H 5.771 0.061 -2.636
H 4.021 0.388 -2.641
H 4.615 -1.250 -2.385
S 1.392 1.036 -2.394
C 1.862 2.594 -1.765
S 1.742 2.619 -0.031
C 2.292 3.627 -2.560
C 2.421 3.438 -3.953
N 2.559 3.260 -5.077
C 2.691 4.877 -2.048
N 3.035 5.896 -1.650
C 0.456 -3.787 -1.638
C 0.849 -2.876 -0.468
O 0.777 -1.560 -0.787
C 2.292 -3.193 -0.004
F 2.481 -4.441 0.407
F 3.160 -2.956 -0.993
F 2.661 -2.378 1.007
C -0.110 -3.135 0.726
F 0.213 -2.361 1.780
F -1.364 -2.822 0.404
F -0.108 -4.397 1.149
H 1.127 -3.602 -2.474
H -0.561 -3.543 -1.938
H 0.509 -4.833 -1.348
C -7.611 -0.555 0.328
C -6.216 -0.027 0.287
C -5.288 -0.496 -0.640
C -4.001 0.009 -0.667
C -3.643 1.003 0.225
C -4.535 1.455 1.184
C -5.816 0.940 1.209
S -2.026 1.804 0.131
C -2.306 2.566 -1.509
O -1.059 0.686 -0.144
H -7.861 -1.093 -0.583
H -8.325 0.253 0.475
H -7.713 -1.240 1.169
H -5.575 -1.253 -1.354
H -3.275 -0.370 -1.371
H -4.225 2.209 1.889
H -6.520 1.297 1.944
H -2.544 1.787 -2.227
H -1.398 3.085 -1.801
H -3.123 3.274 -1.420

The net charge is +1. As for the spin multiplicity: 5. As for the energy relative to the best compared isomer or geometry (same formula, charge and spin): 0.208 eV. The value obtained for the LUMO energy (alpha / beta) is -3.343 / -5.388 eV.

Here are the natural (NBO) charges for atoms 1 to 2, given in e: Os 1.4163; C -0.6908

---

# C5H14

2 unconnected molecules or ions with the total composition C5H14 (ωB97M-V with the def2-TZVPD basis set, the Open Molecules 2025 dataset).

Cartesian coordinates (Å):
C 1.546 -0.071 2.666
C 0.605 0.072 1.487
C 0.417 -1.259 0.754
H 1.520 0.782 3.350
H 1.191 -0.897 3.288
H 2.589 -0.236 2.404
H 0.943 0.892 0.854
H -0.402 0.314 1.845
H 1.340 -1.627 0.289
H -0.214 -1.205 -0.127
H 0.051 -1.930 1.530
C -0.571 0.955 -1.952
C -1.821 0.313 -2.575
H -0.916 1.916 -1.558
H -0.175 0.262 -1.217
H 0.241 1.191 -2.638
H -1.570 -0.703 -2.889
H -2.751 0.347 -2.028
H -2.024 0.885 -3.482

The net charge is 0. As for the spin multiplicity: 1. As for the energy relative to the best compared isomer or geometry (same formula, charge and spin): 0.417 eV. The value obtained for the LUMO energy is 1.149 eV.

Here are the natural (NBO) charges for atoms 1 to 2, given in e: C -0.6047; C -0.3986

---

# C29H21CaCl2N4O4

A molecular structure, C29H21CaCl2N4O4 (ωB97M-V with the def2-TZVPD basis set, the Open Molecules 2025 dataset).

Cartesian coordinates (Å):
Ca 0.082 0.298 -0.285
O -2.207 0.009 -0.506
C -3.070 -0.929 -0.565
C -4.434 -0.620 -0.872
C -5.409 -1.579 -0.948
C -5.111 -2.935 -0.717
C -3.812 -3.267 -0.416
C -2.784 -2.314 -0.345
C -1.459 -2.797 -0.009
N -0.372 -2.126 -0.027
C 0.823 -2.779 0.478
C 1.115 -2.244 1.875
N 1.047 -0.787 1.893
C 1.616 -0.245 2.899
C 1.652 1.155 3.272
C 2.280 1.477 4.483
C 2.346 2.767 4.958
C 1.753 3.782 4.192
C 1.131 3.500 3.002
C 1.061 2.175 2.478
O 0.524 1.962 1.334
H -4.661 0.426 -1.038
H -6.427 -1.293 -1.186
H -5.882 -3.692 -0.771
H -3.555 -4.305 -0.227
H -1.414 -3.854 0.293
H 1.659 -2.530 -0.183
H 0.725 -3.872 0.528
H 2.087 -2.613 2.224
H 0.346 -2.645 2.548
H 2.136 -0.901 3.614
H 2.726 0.668 5.055
H 2.840 2.992 5.893
H 1.789 4.807 4.546
H 0.672 4.289 2.418
Cl 6.119 4.490 0.602
C 4.979 3.241 0.151
C 5.447 1.953 -0.115
C 4.558 0.966 -0.451
Cl 5.151 -0.648 -0.748
C 3.140 1.172 -0.535
O 2.357 0.200 -0.775
C 2.729 2.528 -0.326
C 1.347 2.968 -0.527
O 0.519 2.445 -1.272
C 3.640 3.518 0.051
H 6.503 1.731 -0.046
H 1.138 3.967 -0.111
H 3.279 4.521 0.250
N 0.066 -0.130 -8.165
C 0.052 -0.134 -7.017
C 0.033 -0.146 -5.574
C 0.948 -0.921 -4.871
C 0.890 -0.902 -3.488
N -0.007 -0.189 -2.815
C -0.871 0.564 -3.492
C -0.893 0.618 -4.874
H 1.687 -1.510 -5.395
H 1.602 -1.462 -2.894
H -1.563 1.138 -2.887
H -1.605 1.236 -5.401

The net charge is -1. As for the spin multiplicity: 1. As for the energy relative to the best compared isomer or geometry (same formula, charge and spin): 0.190 eV. The value obtained for the LUMO energy is 1.875 eV.

Here are the natural (NBO) charges for atoms 1 to 2, given in e: Ca 1.7897; O -0.8414